# 1
A cluster of 2 separate species, C6H11N2S2 in total at a distorted geometry. Source: the OMol25 dataset; level of theory: wB97M-V/def2-TZVPD.

Calculated values
- Lowest unoccupied orbital energy: -3.1 eV
- E_HOMO: -11.9621 eV
- E: -31045.1523 eV

Geometry as ORCA input:
```
! RIJCOSX wB97M-V def2-TZVPD def2/J DEFGRID3
* xyz 1 1
S 0.520 -2.393 1.144
S 0.026 0.203 2.499
C -0.668 -1.443 2.112
C 1.927 -1.673 2.015
C 1.738 -0.166 2.003
H -0.930 -1.967 3.051
H -1.596 -1.330 1.519
H 2.852 -1.980 1.490
H 1.983 -2.064 3.050
H 1.939 0.248 0.996
H 2.416 0.340 2.716
C -1.447 1.960 -3.079
C -1.376 2.221 -1.736
C -0.553 0.183 -2.082
N -0.933 0.699 -3.255
N -0.821 1.107 -1.155
H -1.817 2.565 -3.906
H -1.672 3.098 -1.161
H -0.111 -0.799 -1.915
H -0.845 0.205 -4.162
H -0.632 0.986 -0.143
*
```

# 2
A structure of composition C5H10N3P at a distorted geometry. Source: the OMol25 dataset; level of theory: wB97M-V/def2-TZVPD.

Calculated values
- Lowest unoccupied orbital energy (spin up / spin down): -0.2 / -0.2 eV
- E_HOMO (spin up / spin down): -6.9813 / -6.9781 eV
- E: -19100.7425 eV

Geometry as ORCA input:
```
! RIJCOSX wB97M-V def2-TZVPD def2/J DEFGRID3
* xyz 0 1
C 0.845 1.470 -0.729
C 0.486 0.356 1.329
C 1.846 2.297 -1.472
C -2.019 -0.587 -1.112
C 0.096 -2.208 1.785
N 0.993 1.189 0.591
N -0.114 0.823 -1.339
N -0.723 -0.100 -0.717
P -0.893 -0.723 1.590
H 2.026 1.869 -2.475
H 1.477 3.376 -1.476
H 2.871 2.292 -0.950
H -2.623 0.206 -1.131
H -1.922 -1.012 -2.093
H -2.353 -1.291 -0.286
H 0.569 -2.228 2.824
H 0.944 -2.156 1.142
H -0.560 -3.058 1.610
H -0.946 -0.514 2.911
*
```

# 3
A structure of composition C19H31BrNO16S3. Source: the OMol25 dataset; level of theory: wB97M-V/def2-TZVPD.

Calculated values
- Lowest unoccupied orbital energy: 1.7 eV
- E_HOMO: -5.6549 eV
- E: -157007.1580 eV

Geometry as ORCA input:
```
! RIJCOSX wB97M-V def2-TZVPD def2/J DEFGRID3
* xyz -1 1
O -3.002 1.922 -1.183
S -2.141 2.158 -0.058
O -0.856 2.757 -0.324
Br -1.562 0.052 0.569
N -2.952 2.790 1.098
S -2.488 2.938 2.632
O -3.170 4.099 3.156
O -2.671 1.689 3.336
C -0.733 3.280 2.738
C -0.311 4.743 2.821
C -0.209 5.514 1.506
S -1.820 6.004 0.820
H -0.189 2.754 1.961
H -0.475 2.800 3.683
H 0.706 4.708 3.227
H -0.929 5.283 3.540
H 0.352 6.429 1.704
H 0.360 4.929 0.782
H -1.298 6.643 -0.237
C -2.188 -0.180 -3.551
C -0.843 -0.199 -4.216
C -0.690 -1.205 -5.340
O 0.707 -1.529 -5.292
C 1.140 -1.292 -4.026
O 2.210 -1.630 -3.621
O 0.207 -0.642 -3.318
H -2.961 0.014 -4.293
H -2.387 -1.145 -3.081
H -2.250 0.589 -2.782
H -0.561 0.801 -4.560
H -0.940 -0.815 -6.322
H -1.268 -2.111 -5.143
C -5.500 -1.298 -10.477
C -4.677 -0.544 -9.467
C -3.223 -0.964 -9.357
O -2.929 -0.693 -7.985
C -4.090 -0.743 -7.283
O -4.165 -0.734 -6.100
O -5.143 -0.805 -8.132
H -5.060 -1.191 -11.470
H -5.538 -2.356 -10.217
H -6.519 -0.918 -10.508
H -4.749 0.536 -9.630
H -2.546 -0.400 -9.992
H -3.097 -2.035 -9.538
C 1.371 -1.549 4.587
C 1.778 -0.417 5.489
C 0.760 -0.023 6.544
O 1.005 1.380 6.703
C 1.544 1.841 5.550
O 1.657 2.986 5.256
O 1.902 0.811 4.753
H 1.179 -2.442 5.183
H 0.472 -1.285 4.028
H 2.158 -1.780 3.872
H 2.751 -0.612 5.955
H 0.891 -0.529 7.497
H -0.263 -0.157 6.185
C 7.305 -3.532 5.751
C 5.952 -4.116 5.445
C 4.993 -3.200 4.708
O 3.720 -3.643 5.188
C 3.897 -4.201 6.408
O 3.020 -4.494 7.152
O 5.217 -4.369 6.658
H 7.797 -3.230 4.825
H 7.203 -2.661 6.399
H 7.938 -4.261 6.256
H 6.045 -5.070 4.918
H 5.027 -3.295 3.626
H 5.131 -2.153 4.991
*
```